Formula: C16H16BrMnN2O9P2
Source: OMol25
Level of theory: the ωB97M-V functional and the def2-TZVPD basis

Each line ends with the Mulliken charge.
CARTESIAN COORDINATES (ANGSTROEM)
Mn 0.158 -1.880 0.348  0.439
O 3.871 -1.944 -1.826  -0.663
C 4.409 -0.822 -1.298  0.375
C 5.700 -0.470 -1.677  -0.577
C 6.292 0.667 -1.157  -0.342
C 5.617 1.464 -0.240  -0.753
C 4.333 1.110 0.135  -0.522
C 3.709 -0.015 -0.393  0.428
C 2.282 -0.306 -0.037  0.938
O 1.992 -1.673 0.089  -1.198
N 1.400 0.196 -1.120  -0.627
N 0.138 -0.308 -0.914  0.479
C -0.928 0.208 -1.377  0.027
C -2.187 -0.513 -1.310  -0.190
Br -2.032 -2.416 -1.313  -0.110
C -3.383 0.056 -1.186  -0.574
C -3.527 1.503 -0.982  0.453
C -4.454 2.243 -1.717  -0.459
C -4.568 3.607 -1.514  -0.509
C -3.778 4.239 -0.562  -0.415
C -2.880 3.504 0.196  -0.747
C -2.754 2.136 -0.008  -0.192
H 3.077 -2.164 -1.305  0.346
H 6.222 -1.109 -2.377  0.432
H 7.298 0.926 -1.460  0.371
H 6.087 2.342 0.180  0.399
H 3.795 1.715 0.858  0.369
H 2.036 0.224 0.896  0.361
H 1.413 1.207 -1.229  0.363
H -0.917 1.178 -1.869  0.629
H -4.274 -0.558 -1.189  0.448
H -5.076 1.747 -2.451  0.444
H -5.281 4.179 -2.094  0.382
H -3.878 5.304 -0.399  0.384
H -2.290 3.988 0.963  0.418
H -2.106 1.538 0.622  0.396
O -2.045 -1.164 3.791  -0.524
P -2.301 -1.484 2.265  0.447
O -3.570 -0.983 1.742  -0.651
O -1.024 -0.989 1.486  -0.080
O -2.170 -3.096 2.156  -0.210
P -0.731 -3.789 2.473  0.910
O -1.074 -5.327 2.406  -0.489
O -0.222 -3.320 3.772  -0.739
O 0.129 -3.527 1.216  -0.431
H -1.310 -1.727 4.119  0.424
H -1.197 -5.694 3.291  0.341

The energy relative to the best compared isomer or geometry (same formula, charge and spin) comes out at 8.4 kJ/mol. Its charge is 0. As for the expectation value of S²: 6.04. The orbital gap (alpha / beta) comes out at 6.9839 / 7.3817 eV. As for the spin multiplicity: 5.

---

Formula: C16H16ClN4O3PS
Source: OMol25
Level of theory: the ωB97M-V functional and the def2-TZVPD basis

Each line ends with the Mulliken charge.
CARTESIAN COORDINATES (ANGSTROEM)
O -1.584 2.630 -1.705  -0.436
C -1.133 1.801 -1.000  0.326
Cl -2.236 0.691 -0.150  -0.184
C 0.321 1.605 -0.702  -0.344
C 0.753 0.173 -0.933  0.319
C 0.299 -0.572 -2.021  -0.675
C 0.705 -1.889 -2.221  -0.813
C 1.582 -2.500 -1.325  0.526
P 2.031 -4.256 -1.518  0.211
S 1.063 -5.425 -0.302  -0.390
C 2.067 -1.761 -0.257  0.177
C 1.647 -0.455 -0.076  -0.032
C 2.309 0.055 1.159  0.298
O 2.205 1.112 1.708  -0.566
N 3.176 -0.966 1.592  -0.154
C 3.005 -2.130 0.832  0.197
O 3.535 -3.183 1.012  -0.508
H 0.896 2.291 -1.308  0.329
H 0.448 1.834 0.352  0.385
H -0.393 -0.134 -2.723  0.527
H 0.328 -2.441 -3.065  0.332
H 3.428 -4.296 -1.413  0.085
H 1.742 -4.517 -2.867  0.075
H 3.256 -1.088 2.593  0.304
C -5.092 3.146 -0.908  -0.535
C -6.129 3.116 0.117  0.283
N -6.936 3.108 0.930  -0.416
H -5.182 2.273 -1.551  0.339
H -5.195 4.046 -1.512  0.292
H -4.109 3.142 -0.443  0.034
C 4.955 -5.868 2.231  -0.470
C 5.814 -6.954 2.686  0.127
N 6.491 -7.807 3.042  -0.352
H 4.629 -5.271 3.079  0.262
H 5.499 -5.229 1.539  0.224
H 4.079 -6.271 1.725  0.224
C -4.707 6.787 1.131  -0.627
C -4.382 7.024 -0.270  0.325
N -4.128 7.196 -1.374  -0.392
H -5.194 5.819 1.240  0.165
H -3.798 6.798 1.728  0.253
H -5.378 7.564 1.491  0.273

Its charge is 0. The orbital gap comes out at 7.8514 eV. As for the SMILES: O=C(Cl)Cc1ccc([PH2]=S)c2c1C(=O)NC2=O.CC#N.CC#N.CC#N.

---

Formula: C16H16ClNO2
Source: OMol25
Level of theory: the ωB97M-V functional and the def2-TZVPD basis

Each line ends with the Mulliken charge.
CARTESIAN COORDINATES (ANGSTROEM)
C -1.492 -1.462 1.302  -1.725
C -2.659 -1.125 0.420  0.997
C -3.578 -2.119 0.102  -0.599
C -4.689 -1.853 -0.676  -0.546
C -4.918 -0.567 -1.137  -0.568
C -4.020 0.435 -0.826  -0.707
C -2.883 0.163 -0.072  0.676
C -1.966 1.312 0.202  0.335
O -2.345 2.377 0.646  -0.655
N -0.678 1.094 -0.170  -0.114
C 0.369 2.043 0.110  -0.814
C 1.194 1.603 1.328  -0.639
O 1.770 0.329 1.132  -0.431
C 2.850 0.186 0.322  0.548
C 3.621 1.216 -0.205  -0.400
C 4.725 0.936 -0.993  -0.852
C 5.079 -0.370 -1.275  -0.442
C 4.319 -1.411 -0.766  -0.455
C 3.218 -1.132 0.019  0.550
Cl 2.257 -2.421 0.651  -0.206
H -1.153 -0.597 1.864  0.278
H -0.654 -1.842 0.716  0.285
H -1.772 -2.243 2.006  0.474
H -3.417 -3.119 0.480  0.400
H -5.385 -2.646 -0.909  0.388
H -5.794 -0.347 -1.729  0.396
H -4.184 1.447 -1.165  0.452
H -0.395 0.166 -0.444  0.268
H 1.013 2.140 -0.769  0.423
H -0.113 3.000 0.324  0.440
H 1.951 2.354 1.579  0.366
H 0.531 1.476 2.188  0.408
H 3.372 2.246 -0.001  0.304
H 5.310 1.753 -1.388  0.365
H 5.939 -0.584 -1.890  0.375
H 4.573 -2.437 -0.977  0.425

The energy relative to the best compared isomer or geometry (same formula, charge and spin) comes out at 39.2 kJ/mol. Its charge is 0. The orbital gap comes out at 9.6174 eV. As for the SMILES: Cc1ccccc1C(=O)NCCOc1ccccc1Cl.

---

Formula: C16H16F2N3O3RuS3
Source: OMol25
Level of theory: the ωB97M-V functional and the def2-TZVPD basis

Each line ends with the Mulliken charge.
CARTESIAN COORDINATES (ANGSTROEM)
Ru 0.869 -1.931 -0.435  0.210
C -3.874 -2.842 -1.281  -0.695
S -3.238 -4.239 -0.302  -0.085
C -1.617 -3.619 -0.060  0.462
S -0.572 -3.485 -1.472  -0.261
N -1.245 -3.304 1.136  -1.398
N -0.032 -2.768 1.227  1.220
C 0.571 -2.625 2.360  -0.685
C 1.910 -2.137 2.309  1.060
C 2.679 -1.940 3.461  -0.938
C 3.962 -1.455 3.348  -0.191
C 4.463 -1.157 2.085  -0.820
C 3.666 -1.394 0.982  -0.143
N 2.437 -1.889 1.077  -0.011
H -4.926 -3.048 -1.457  0.348
H -3.333 -2.775 -2.221  0.265
H -3.747 -1.928 -0.707  0.174
H 0.071 -2.901 3.281  0.360
H 2.240 -2.160 4.424  0.385
H 4.578 -1.310 4.225  0.421
H 5.450 -0.740 1.949  0.404
H 4.032 -1.172 -0.011  0.517
C -1.691 5.970 -1.592  -1.356
C -1.506 4.520 -1.236  0.873
C -2.483 3.839 -0.515  -0.790
C -2.284 2.528 -0.110  -0.416
C -1.100 1.892 -0.437  -0.187
C -0.129 2.533 -1.191  -0.291
C -0.341 3.841 -1.590  -0.848
S -0.787 0.265 0.181  1.984
O -1.629 0.035 1.324  -0.739
O 0.667 0.206 0.476  -0.619
O -1.045 -0.694 -0.927  -0.526
H -2.513 6.402 -1.024  0.355
H -1.912 6.091 -2.655  0.296
H -0.782 6.531 -1.375  0.354
H -3.405 4.347 -0.261  0.321
H -3.027 2.001 0.475  0.442
H 0.786 2.013 -1.445  0.433
H 0.412 4.345 -2.185  0.374
F 3.009 -0.767 -1.909  -0.292
C 1.952 -1.650 -2.162  -0.012
F 1.092 -0.960 -3.010  -0.256
H 2.374 -2.469 -2.748  0.298

The energy relative to the best compared isomer or geometry (same formula, charge and spin) comes out at 127.2 kJ/mol. Its charge is 0. As for the expectation value of S²: 0.76. The orbital gap (alpha / beta) comes out at 6.9788 / 6.7969 eV. As for the spin multiplicity: 2.

---

Formula: C16H16F2O5
Source: OMol25
Level of theory: the ωB97M-V functional and the def2-TZVPD basis

Each line ends with the Mulliken charge.
CARTESIAN COORDINATES (ANGSTROEM)
O 3.585 -0.595 3.656  -0.450
C 3.006 0.407 3.692  0.509
O 2.746 1.036 4.889  -0.517
C 2.494 1.146 2.433  -0.662
C 1.400 0.221 1.807  0.028
O 0.716 -0.570 2.809  -0.396
C -0.427 -0.027 3.243  0.557
O -1.157 -0.686 3.868  -0.507
O -0.783 1.281 2.990  -0.419
H 1.835 1.357 4.854  0.338
H 3.312 1.252 1.715  0.354
H 2.089 2.124 2.725  0.233
H 1.954 -0.494 1.199  0.296
H 0.731 0.752 1.143  0.372
H -0.455 1.843 3.705  0.312
F 1.972 0.884 -0.464  -0.190
C 1.579 0.938 -1.759  0.398
C 0.751 1.966 -2.166  -0.377
C 0.350 2.022 -3.493  -0.427
C 0.772 1.048 -4.388  -0.558
C 1.600 0.020 -3.959  -0.455
C 2.012 -0.035 -2.636  -0.421
H 0.426 2.711 -1.450  0.427
H -0.293 2.825 -3.829  0.369
H 0.454 1.091 -5.422  0.395
H 1.925 -0.742 -4.656  0.377
H 2.664 -0.824 -2.284  0.415
F -1.821 -1.016 -3.025  -0.248
C -2.380 -1.381 -1.856  0.264
C -2.135 -0.625 -0.726  -0.240
C -2.716 -1.000 0.479  -0.379
C -3.522 -2.128 0.540  -0.676
C -3.754 -2.880 -0.604  -0.343
C -3.184 -2.503 -1.813  -0.453
H -1.496 0.248 -0.793  0.476
H -2.538 -0.411 1.370  0.408
H -3.969 -2.421 1.482  0.406
H -4.380 -3.762 -0.556  0.365
H -3.361 -3.071 -2.717  0.417

Its charge is 0. The orbital gap comes out at 9.2257 eV. As for the SMILES: O=C(O)CCOC(=O)O.Fc1ccccc1.Fc1ccccc1.

---

Formula: C16H16F3N3O
Source: OMol25
Level of theory: the ωB97M-V functional and the def2-TZVPD basis

Each line ends with the Mulliken charge.
CARTESIAN COORDINATES (ANGSTROEM)
F 3.889 2.349 5.371  -0.271
C 3.179 2.424 4.183  1.012
F 2.142 3.312 4.301  -0.250
F 3.970 2.802 3.158  -0.240
C 2.611 1.050 3.809  -0.095
C 2.782 -0.105 4.605  -0.671
C 2.173 -1.322 4.298  -0.674
C 1.394 -1.418 3.148  0.526
N 0.693 -2.494 2.590  -0.945
C 0.062 -1.955 1.580  0.027
N 0.371 -0.672 1.404  0.358
C 1.243 -0.284 2.358  0.621
C 1.839 0.943 2.649  -0.942
C -0.318 -0.035 0.294  -0.993
C -1.035 -1.310 -0.286  1.887
C -0.307 -1.710 -1.609  -1.430
N -1.278 -1.867 -2.761  -0.178
C -2.217 -2.987 -2.450  -0.680
C -3.028 -2.613 -1.204  -0.751
C -2.562 -1.205 -0.632  -0.729
C -2.779 -0.179 -1.773  -0.633
C -1.984 -0.596 -3.035  -0.719
O -0.807 -2.409 0.664  -0.348
H 3.301 -0.059 5.537  0.467
H 2.289 -2.163 4.974  0.422
H 1.675 1.758 1.950  0.409
H 0.351 0.506 -0.440  0.314
H -1.068 0.668 0.669  0.336
H 0.193 -2.650 -1.449  0.372
H 0.426 -0.951 -1.887  0.329
H -1.656 -3.871 -2.280  0.291
H -2.873 -3.177 -3.309  0.350
H -2.946 -3.353 -0.412  0.414
H -4.097 -2.615 -1.507  0.439
H -3.152 -0.898 0.214  0.561
H -3.876 -0.185 -2.035  0.439
H -2.485 0.822 -1.446  0.355
H -2.702 -0.755 -3.829  0.307
H -1.338 0.216 -3.357  0.314

The energy relative to the best compared isomer or geometry (same formula, charge and spin) comes out at 0.0 kJ/mol. Its charge is 0. The orbital gap comes out at 9.0056 eV. As for the SMILES: FC(F)(F)c1ccc2nc3n(c2c1)C[C@@]1(CN2CCC1CC2)O3.

---

| no. | strongest force on any atom (eV Å⁻¹) | calculated total energy (eV) |
| --- | --- | --- |
| 1 | 0.63 | -158207.5143 |
| 2 | 1.08 | -61601.1630 |
| 3 | 0.65 | -34959.7370 |
| 4 | 1.73 | -67985.3739 |
| 5 | 3.19 | -32523.2079 |
| 6 | 3.06 | -31522.0289 |